(1)
A molecular structure, C15H32HfNO2P2. Source: OMol25; level of theory: ωB97M-V with the def2-TZVPD basis set.

Structure (XYZ):
```
53
Properties=species:S:1:pos:R:3
Hf -0.519 -0.092 0.308
P -1.144 2.364 0.072
C -1.018 2.170 -1.783
C 0.263 1.492 -2.221
N 0.690 0.419 -1.502
C 1.790 -0.288 -1.887
C 2.554 0.135 -2.955
C 2.153 1.243 -3.685
C 0.993 1.922 -3.317
C 2.186 -1.503 -1.100
P 0.760 -2.237 -0.150
H 0.647 2.811 -3.838
H 3.459 -0.418 -3.193
H 2.740 1.589 -4.527
H 2.587 -2.285 -1.765
H 2.972 -1.237 -0.374
H -1.905 1.586 -2.119
H -1.084 3.190 -2.201
H -2.671 -1.802 -1.357
O -2.561 -0.880 -1.725
H -3.376 -0.845 -2.286
H -3.187 -2.955 0.373
O -2.850 -3.184 -0.504
H -3.065 -4.117 -0.649
C 0.008 -3.441 -1.285
H 0.697 -4.272 -1.523
H -0.889 -3.830 -0.781
H -0.327 -2.952 -2.212
C 1.659 -3.327 0.999
H 0.930 -3.780 1.686
H 2.178 -4.128 0.444
H 2.396 -2.753 1.580
C -0.076 3.770 0.528
H -0.403 4.691 0.007
H -0.170 3.926 1.614
H 0.979 3.576 0.307
C -2.789 3.117 0.222
H -3.061 3.112 1.287
H -2.754 4.156 -0.155
H -3.524 2.526 -0.344
C -0.687 -0.787 2.878
C 0.125 0.514 2.891
C 0.918 0.712 4.198
C 1.048 0.549 1.644
H -0.072 -1.658 3.136
H -1.263 -1.044 1.894
H -1.502 -0.740 3.611
H -0.585 1.353 2.861
H 1.698 -0.043 4.327
H 1.394 1.697 4.195
H 0.260 0.664 5.069
H 1.555 1.506 1.504
H 1.843 -0.188 1.803
```

Properties
gap between HOMO and LUMO: 7.770 eV
energy above the lowest of the compared OMol25 structures with the same formula, charge and spin: 0.0 kcal per mole
total charge: +3
E_HOMO: -19.0 eV
largest force on an atom: 3.48 eV Å⁻¹
lowest unoccupied orbital energy: -11.245 eV

Mulliken atomic charge list, values in e, 6 entries:
1 Hf -0.352
2 P 0.654
3 C -1.372
4 C 1.170
5 N 0.297
6 C 0.711

***

(2)
A molecular structure, C12H28BrHfO6. Source: OMol25; level of theory: ωB97M-V with the def2-TZVPD basis set.

Structure (XYZ):
```
48
Properties=species:S:1:pos:R:3
Hf -0.960 -3.059 0.593
Br 0.711 -0.860 0.656
C 1.323 -2.348 -5.245
O 0.213 -2.299 -4.364
C 0.396 -1.476 -3.261
C -0.878 -1.302 -2.486
O -1.315 -2.490 -1.776
C -1.788 -3.489 -2.717
C -2.850 -4.257 -1.993
O -2.277 -4.731 -0.760
C -2.616 -6.140 -0.541
H 1.443 -1.429 -5.830
H 1.126 -3.138 -5.962
H 2.270 -2.492 -4.717
H 0.698 -0.466 -3.582
H 1.212 -1.847 -2.620
H -1.645 -0.807 -3.086
H -0.688 -0.533 -1.736
H -1.016 -4.196 -3.023
H -2.162 -3.049 -3.639
H -3.171 -5.047 -2.676
H -3.761 -3.692 -1.785
H -2.163 -6.766 -1.304
H -3.697 -6.242 -0.481
H -2.220 -6.400 0.439
C 1.951 2.126 5.833
O 1.422 2.748 4.680
C 0.554 1.979 3.916
C 0.562 2.387 2.472
O 0.022 3.708 2.440
C -0.402 4.201 1.245
C 0.799 4.466 0.234
O 1.571 5.517 0.607
C 2.224 5.407 1.850
H 2.451 1.169 5.635
H 1.112 1.899 6.508
H 2.651 2.795 6.320
H -0.446 2.030 4.378
H 0.792 0.909 4.013
H -0.020 1.739 1.800
H 1.555 2.451 1.992
H -0.954 5.128 1.390
H -1.028 3.454 0.736
H 0.370 4.682 -0.744
H 1.444 3.577 0.109
H 3.013 6.156 1.897
H 2.697 4.423 1.940
H 1.476 5.603 2.644
```

Properties
gap between HOMO and LUMO: 1.892 eV
energy above the lowest of the compared OMol25 structures with the same formula, charge and spin: 0.0 kcal per mole
total charge: +3
E_HOMO: -16.7 eV
largest force on an atom: 3.96 eV Å⁻¹
lowest unoccupied orbital energy: -14.766 eV

Mulliken atomic charge list, values in e, 6 entries:
1 Hf 1.199
2 Br -0.384
3 C -0.749
4 O -0.307
5 C -0.351
6 C -0.750

***

(3)
A molecular structure, C27H22F5N4OPdS2Sb. Source: OMol25; level of theory: ωB97M-V with the def2-TZVPD basis set.

Structure (XYZ):
```
63
Properties=species:S:1:pos:R:3
Pd -0.762 0.458 0.287
N 0.573 -3.349 1.652
C 1.772 -2.980 1.081
C 1.618 -1.688 0.701
N 0.352 -1.263 1.028
C -0.255 -2.282 1.593
C -1.623 -2.257 2.088
N -2.484 -1.313 1.819
C -3.633 -1.659 2.484
C -3.453 -2.827 3.163
N -2.158 -3.208 2.905
H 0.339 -4.271 1.974
H 2.599 -3.660 0.995
H 2.315 -1.031 0.213
H -4.519 -1.050 2.427
H -4.107 -3.410 3.786
H -1.695 -4.004 3.306
F 5.138 6.417 4.172
C 4.394 5.508 3.507
C 3.463 4.771 4.208
C 2.701 3.838 3.514
C 2.864 3.649 2.145
C 3.817 4.416 1.477
C 4.589 5.353 2.150
Sb 1.758 2.139 1.072
C -0.036 2.464 2.198
C -0.631 3.722 2.358
C -1.845 3.859 2.997
C -2.466 2.723 3.499
F -3.657 2.859 4.113
C -1.900 1.478 3.412
C -0.667 1.356 2.763
C 1.522 3.338 -0.672
C 0.622 4.386 -0.855
C 0.660 5.168 -1.999
C 1.612 4.887 -2.960
F 1.643 5.636 -4.082
C 2.505 3.845 -2.833
C 2.446 3.071 -1.680
H 3.340 4.932 5.271
H 1.961 3.263 4.060
H 3.955 4.304 0.407
H 5.325 5.959 1.640
H -0.135 4.610 1.990
H -2.322 4.823 3.109
H -2.405 0.622 3.838
H -0.184 0.383 2.747
H -0.153 4.588 -0.130
H -0.053 5.965 -2.161
H 3.216 3.644 -3.622
H 3.137 2.240 -1.581
C -0.769 2.736 -3.997
O -0.948 2.308 -2.644
C -1.985 2.790 -1.957
S -2.959 4.012 -2.487
S -2.229 2.067 -0.405
H 0.148 2.253 -4.323
H -0.681 3.818 -4.054
H -1.618 2.421 -4.603
F -0.973 -1.718 -1.375
C -0.639 -0.389 -1.488
F 0.672 -0.363 -1.898
H -1.243 0.044 -2.274
```

Properties
gap between HOMO and LUMO: 7.290 eV
energy above the lowest of the compared OMol25 structures with the same formula, charge and spin: 3.7 kcal per mole
E_HOMO: -7.5 eV
largest force on an atom: 0.34 eV Å⁻¹
lowest unoccupied orbital energy: -0.254 eV

Mulliken atomic charge list, values in e, 6 entries:
1 Pd 0.604
2 N -0.124
3 C -0.840
4 C -0.817
5 N 0.799
6 C 0.323

***

What did the first record say?
A molecular structure, C15H32HfNO2P2. Source: OMol25; level of theory: ωB97M-V with the def2-TZVPD basis set.

Structure (XYZ):
```
53
Properties=species:S:1:pos:R:3
Hf -0.519 -0.092 0.308
P -1.144 2.364 0.072
C -1.018 2.170 -1.783
C 0.263 1.492 -2.221
N 0.690 0.419 -1.502
C 1.790 -0.288 -1.887
C 2.554 0.135 -2.955
C 2.153 1.243 -3.685
C 0.993 1.922 -3.317
C 2.186 -1.503 -1.100
P 0.760 -2.237 -0.150
H 0.647 2.811 -3.838
H 3.459 -0.418 -3.193
H 2.740 1.589 -4.527
H 2.587 -2.285 -1.765
H 2.972 -1.237 -0.374
H -1.905 1.586 -2.119
H -1.084 3.190 -2.201
H -2.671 -1.802 -1.357
O -2.561 -0.880 -1.725
H -3.376 -0.845 -2.286
H -3.187 -2.955 0.373
O -2.850 -3.184 -0.504
H -3.065 -4.117 -0.649
C 0.008 -3.441 -1.285
H 0.697 -4.272 -1.523
H -0.889 -3.830 -0.781
H -0.327 -2.952 -2.212
C 1.659 -3.327 0.999
H 0.930 -3.780 1.686
H 2.178 -4.128 0.444
H 2.396 -2.753 1.580
C -0.076 3.770 0.528
H -0.403 4.691 0.007
H -0.170 3.926 1.614
H 0.979 3.576 0.307
C -2.789 3.117 0.222
H -3.061 3.112 1.287
H -2.754 4.156 -0.155
H -3.524 2.526 -0.344
C -0.687 -0.787 2.878
C 0.125 0.514 2.891
C 0.918 0.712 4.198
C 1.048 0.549 1.644
H -0.072 -1.658 3.136
H -1.263 -1.044 1.894
H -1.502 -0.740 3.611
H -0.585 1.353 2.861
H 1.698 -0.043 4.327
H 1.394 1.697 4.195
H 0.260 0.664 5.069
H 1.555 1.506 1.504
H 1.843 -0.188 1.803
```

Properties
gap between HOMO and LUMO: 7.770 eV
energy above the lowest of the compared OMol25 structures with the same formula, charge and spin: 0.0 kcal per mole
total charge: +3
E_HOMO: -19.0 eV
largest force on an atom: 3.48 eV Å⁻¹
lowest unoccupied orbital energy: -11.245 eV

Mulliken atomic charge list, values in e, 6 entries:
1 Hf -0.352
2 P 0.654
3 C -1.372
4 C 1.170
5 N 0.297
6 C 0.711

***

The lowest E_HOMO belongs to which entry?
C15H32HfNO2P2